one | Density functional theory data (ωB97M-V/def2-TZVPD) for 2 unconnected molecules or ions with the total composition C3H8NO.

Atoms and positions in Å:
C  -0.999  -1.787  0.762
O  -0.545  -1.891  -0.615
H  -0.257  -1.143  1.346
H  -1.170  -2.793  1.244
H  -2.048  -1.325  0.654
C  1.058  1.977  0.845
C  0.152  1.535  -0.162
N  0.447  0.560  -1.047
H  2.154  1.586  1.091
H  0.765  2.918  1.350
H  -0.824  2.088  -0.138
H  1.476  0.528  -1.122
H  -0.126  -1.004  -0.844

Properties
HOMO level, eV: -2.1
Orbital gap, eV: 6.5
Total charge: -1



two | Density functional theory data (ωB97M-V/def2-TZVPD) for a molecular structure, C3H8NO.

Atoms and positions in Å:
C  -0.277  0.700  0.123
N  0.261  2.014  0.805
C  1.075  -0.241  -0.034
C  -0.200  -0.893  0.339
O  -0.766  -1.599  -0.536
H  -0.454  1.126  1.275
H  -0.162  -1.085  -3.395
H  -0.735  0.856  -0.837
H  -0.238  2.688  0.227
H  1.645  0.150  0.803
H  1.410  -0.098  -1.043
H  -0.279  -1.346  -2.696
H  -0.147  -1.349  1.346

Properties
HOMO level, eV: -2.6
Orbital gap, eV: 7.3
Total charge: -1



three | Density functional theory data (ωB97M-V/def2-TZVPD) for a molecular structure, C3H8NO.

Atoms and positions in Å:
C  -0.584  -0.888  -0.258
N  0.863  -0.519  -0.457
C  1.655  0.427  0.939
O  0.989  1.226  1.756
C  -1.425  0.479  -0.416
H  -1.041  -1.572  0.639
H  -0.788  -1.531  -1.150
H  0.849  -0.374  -1.514
H  2.242  -0.543  1.312
H  2.369  1.038  0.375
H  -2.165  0.452  -1.236
H  -2.217  0.614  0.407
H  -0.748  1.191  -0.397

Properties
HOMO level, eV: -2.7
Orbital gap, eV: 7.3
Total charge: -1



four | Density functional theory data (ωB97M-V/def2-TZVPD) for a gas-phase ion, C3H8NO (charge -1).

Atoms and positions in Å:
C  -2.244  0.548  0.723
C  -0.762  -0.110  0.658
N  -0.076  0.522  -0.550
C  1.177  -0.419  -0.827
O  2.180  -0.596  0.007
H  -2.717  0.350  -0.280
H  -2.269  1.608  0.946
H  -2.800  -0.068  1.438
H  -0.952  -1.077  0.355
H  0.125  -0.185  1.346
H  0.360  1.418  -0.262
H  1.595  0.247  -1.656
H  0.722  -1.290  -1.420

Properties
HOMO level, eV: -2.2
Orbital gap, eV: 6.4
Total charge: -1
SMILES: CCNC[O-]



Which of them is most stable, and which least? Most stable: one; least stable: two.